(1)
Molecular formula: C9H17N4
Method: DFT, wB97M-V/def2-TZVPD

**HOMO-LUMO gap**: 9.375 eV
**Strongest force on any atom**: 6.86 eV/Å
**SMILES**: CC/C(=C/[NH2+]CCN)n1ccnc1
**LUMO level**: -0.110 hartree
**Total charge**: +1
**Energy above the lowest of the compared OMol25 structures with the same formula, charge and spin**: 2.575 eV

Structure (XYZ):
```
30
Properties=species:S:1:pos:R:3:mulliken_charge:R:1
C -1.63 1.31 2.31 -1.3886
C -2.36 0.65 1.14 -0.8042
C -1.31 0.19 0.10 0.7991
C -0.73 -1.03 -0.02 -0.8711
N 0.10 -1.41 -1.18 0.1056
C 1.36 -2.20 -0.89 -0.6837
C 2.62 -1.30 -0.67 -0.7248
N 2.43 -0.27 0.35 -0.4715
N -1.05 1.26 -0.83 0.1010
C -1.90 2.10 -1.50 -0.3936
C -1.15 3.00 -2.20 -0.4805
N 0.18 2.69 -2.03 -0.5935
C 0.22 1.66 -1.24 0.4320
H -1.20 0.69 3.01 0.4082
H -2.34 1.88 2.76 0.4117
H -0.87 1.83 1.98 0.4620
H -2.97 1.39 0.80 0.2986
H -2.84 -0.21 1.48 0.4898
H -0.95 -1.73 0.80 0.3814
H 0.09 -0.58 -1.70 0.3001
H -0.45 -1.93 -1.84 0.3959
H 1.67 -2.82 -1.65 0.3983
H 1.42 -2.84 -0.08 0.3687
H 3.36 -1.98 -0.52 0.5428
H 2.65 -0.79 -1.76 0.3132
H 3.03 -0.58 1.12 0.2571
H 2.70 0.66 0.15 0.1974
H -2.92 2.16 -1.63 0.4942
H -1.38 3.82 -2.83 0.4580
H 1.09 1.16 -0.77 -0.2036
```



(2)
Molecular formula: C9H17N4O6S
Method: DFT, wB97M-V/def2-TZVPD

**HOMO-LUMO gap**: 8.866 eV
**Strongest force on any atom**: 8.99 eV/Å
**LUMO level**: -0.154 hartree
**Total charge**: +1
**Energy above the lowest of the compared OMol25 structures with the same formula, charge and spin**: 4.072 eV

Structure (XYZ):
```
37
Properties=species:S:1:pos:R:3:mulliken_charge:R:1
C 3.11 -0.14 -2.15 -0.9993
C 1.87 0.19 -1.12 0.2131
C 0.53 -0.59 -1.70 0.4017
O -0.04 -0.28 -2.89 -0.5718
O -0.08 -1.64 -0.85 -0.3624
C -1.28 -0.99 -0.23 -0.3920
C -2.69 -1.70 -0.70 -0.3228
N -3.68 -0.78 -1.37 0.2370
C -4.90 -1.32 -2.12 -0.0048
N -5.75 -0.17 -2.70 -0.3414
C -4.90 1.00 -2.23 0.2545
N -5.03 2.36 -2.36 -0.4220
N -3.67 0.60 -1.45 -0.1775
H 2.77 0.22 -3.22 0.3125
H 4.06 0.43 -1.74 0.2919
H 3.32 -1.31 -2.25 0.2882
H 2.13 -0.25 -0.05 -0.1540
H 1.65 1.34 -0.97 0.3596
H -1.23 0.16 -0.46 0.2455
H -1.19 -1.15 0.95 0.2767
H -2.39 -2.56 -1.48 0.3294
H -3.21 -2.16 0.27 0.2992
H -5.20 -2.46 -2.27 0.3487
H -5.86 2.83 -1.90 0.2644
H -4.28 2.92 -2.87 0.2833
H -2.99 1.30 -1.06 0.3441
C 3.83 -0.61 4.03 -0.3076
C 3.84 0.82 4.54 -0.3763
O 3.84 1.64 3.37 -0.2900
S 3.01 0.87 2.19 1.1082
O 1.66 1.39 2.17 -0.5528
O 3.85 0.81 1.01 -0.4970
O 2.98 -0.61 2.88 -0.2847
H 4.83 -0.92 3.70 0.2836
H 3.46 -1.32 4.77 0.3020
H 4.71 1.04 5.16 0.3196
H 2.92 1.04 5.10 0.2933
```



(3)
Molecular formula: C9H17NO4
Method: DFT, wB97M-V/def2-TZVPD

**HOMO-LUMO gap**: 10.211 eV
**Strongest force on any atom**: 4.39 eV/Å
**SMILES**: CC1(C)CC/C(=N/O)[C@@H]1O.CC(=O)O
**LUMO level**: 0.024 hartree
**Total charge**: 0
**Energy above the lowest of the compared OMol25 structures with the same formula, charge and spin**: 2.561 eV

Structure (XYZ):
```
31
Properties=species:S:1:pos:R:3:mulliken_charge:R:1
C -2.43 -1.32 -0.35 -1.9652
C -1.79 0.00 -0.23 1.2623
C -2.63 1.09 -0.87 -1.8058
C -1.45 0.41 1.18 -1.3948
C -0.32 -0.50 1.49 -0.2732
C 0.34 -0.80 0.18 0.1878
N 1.29 -1.66 0.16 -0.5431
O 1.76 -2.08 -1.08 -0.3618
C -0.38 -0.10 -0.96 0.2674
O 0.05 1.21 -1.12 -0.8350
H -3.36 -1.34 0.26 0.3790
H -1.91 -2.19 -0.04 0.4401
H -2.51 -1.59 -1.37 0.4554
H -2.02 1.99 -0.91 0.4098
H -3.52 1.15 -0.22 0.4140
H -2.98 0.76 -1.88 0.3415
H -2.26 0.26 1.78 0.6196
H -1.16 1.46 1.32 0.2809
H 0.39 0.14 2.09 0.1961
H -0.48 -1.53 1.98 0.2922
H 1.70 -1.45 -1.81 0.3866
H -0.55 -0.58 -1.92 0.6346
H 0.99 1.14 -1.65 0.5067
C 3.60 0.27 0.98 -0.9565
C 2.69 0.81 -0.04 0.8546
O 2.64 0.54 -1.25 -0.7477
O 1.87 1.65 0.56 -0.5289
H 3.12 0.26 2.08 0.2327
H 4.45 1.00 0.99 0.3401
H 3.75 -0.82 0.68 0.3351
H 1.11 1.81 -0.02 0.5756
```



(4)
Molecular formula: C9H17NOPRe
Method: DFT, wB97M-V/def2-TZVPD

**HOMO-LUMO gap (alpha / beta)**: 6.215 / 6.973 eV
**Strongest force on any atom**: 4.14 eV/Å
**LUMO level (alpha / beta)**: -0.153 / -0.140 hartree
**⟨S²⟩**: 3.791
**Total charge**: +1
**Multiplicity**: 4
**Energy above the lowest of the compared OMol25 structures with the same formula, charge and spin**: 0.000 eV

Structure (XYZ):
```
30
Properties=species:S:1:pos:R:3:mulliken_charge:R:1
C -0.10 -0.02 -1.47 -0.3188
C -0.97 -1.05 -2.25 -0.4533
C -0.47 -2.35 -2.09 -0.4811
C 0.77 -2.32 -1.41 -0.5608
C 1.05 -0.96 -0.92 -0.5139
Re 0.32 0.91 0.59 0.6571
P -0.21 3.02 -0.04 -0.1023
H 0.23 0.71 -2.22 0.3333
H -1.89 -0.79 -2.75 0.4225
H -0.97 -3.27 -2.38 0.4254
H 2.07 -0.60 -0.92 0.4686
H 1.41 -3.17 -1.30 0.4725
H -1.42 3.53 0.58 0.1166
H -0.55 3.29 -1.41 0.1153
H 0.65 4.16 0.26 0.0950
C -0.06 -1.11 5.43 -0.9374
N -0.60 -0.47 4.24 0.0741
C -1.65 0.53 4.42 -0.7312
C -0.11 -0.68 3.01 0.7026
C 0.93 -1.71 2.72 -0.9795
O -0.54 0.09 2.06 -0.6651
H -0.62 -0.73 6.29 0.2715
H 1.00 -0.86 5.59 0.3805
H -0.16 -2.20 5.40 0.3680
H -1.33 1.51 4.04 0.3006
H -2.58 0.22 3.91 0.2932
H -1.84 0.60 5.49 0.2858
H 0.55 -2.44 1.98 0.2677
H 1.83 -1.22 2.30 0.3150
H 1.21 -2.24 3.64 0.3781
```



(5)
Molecular formula: C9H18AlF4N2O17S4
Method: DFT, wB97M-V/def2-TZVPD

**HOMO-LUMO gap (alpha / beta)**: 8.643 / 3.259 eV
**Strongest force on any atom**: 11.25 eV/Å
**LUMO level (alpha / beta)**: -0.075 / -0.253 hartree
**⟨S²⟩**: 0.763
**Total charge**: 0
**Multiplicity**: 2

Structure (XYZ):
```
55
Properties=species:S:1:pos:R:3:mulliken_charge:R:1
Al -1.28 0.39 1.43 1.7805
N 1.25 -0.67 2.22 0.0984
S 2.15 -1.88 2.26 0.8221
O 2.11 -2.63 3.50 -0.5430
O 3.36 -1.91 1.45 -0.5236
F 1.22 -2.77 1.26 -0.2731
S 2.38 0.20 3.19 1.0316
O 3.43 0.95 2.49 -0.5170
O 2.58 -0.11 4.58 -0.5444
F 1.27 1.32 3.40 -0.2932
N -3.76 -0.44 2.55 -0.0197
S -4.17 -0.92 4.17 1.0102
O -4.64 -2.21 4.55 -0.5050
O -4.62 0.23 4.97 -0.5644
F -2.66 -0.94 4.76 -0.2806
S -5.28 -0.73 2.15 0.9818
O -6.33 -0.03 2.87 -0.5084
O -5.59 -2.04 1.59 -0.5597
F -5.18 0.20 0.85 -0.3010
C 1.65 -0.15 -4.22 -0.7356
O 0.81 -0.06 -3.00 -0.3136
C 1.32 0.40 -1.83 0.5484
O 0.60 0.54 -0.84 -0.3187
O 2.64 0.64 -1.86 -0.4023
C 3.32 0.81 -0.67 -0.2424
H 2.05 0.78 -4.61 0.3132
H 1.09 -0.68 -4.99 0.2480
H 2.57 -0.70 -4.01 0.3284
H 3.73 -0.14 -0.34 0.2500
H 2.66 1.10 0.15 -0.1228
H 4.14 1.49 -0.89 0.2674
C 3.01 4.97 0.58 -0.6359
O 2.04 4.21 1.21 -0.2705
C 1.00 3.65 0.51 0.6478
O 0.18 2.88 0.95 -0.4405
O 1.02 4.11 -0.83 -0.3137
C -0.08 3.82 -1.67 -0.3996
H 3.72 4.48 -0.08 0.2251
H 3.67 5.29 1.38 0.2565
H 2.45 5.79 0.12 0.3288
H -1.06 4.04 -1.25 0.3048
H 0.02 2.75 -1.88 0.0180
H -0.07 4.39 -2.60 0.2493
C -0.03 -4.67 -2.34 -0.7057
O -0.01 -3.56 -1.50 -0.1853
C -1.04 -2.77 -1.30 0.5261
O -1.06 -1.73 -0.61 -0.3681
O -2.19 -3.29 -1.89 -0.3712
C -3.34 -2.50 -1.97 -0.6287
H 0.97 -5.10 -2.37 0.2430
H -0.37 -4.38 -3.33 0.3243
H -0.63 -5.53 -2.04 0.3053
H -3.24 -1.65 -2.64 0.2975
H -3.75 -2.12 -1.04 0.2103
H -4.03 -3.12 -2.54 0.2708
```



(6)
Molecular formula: C9H18AlF4OSr
Method: DFT, wB97M-V/def2-TZVPD

**HOMO-LUMO gap**: 6.177 eV
**Strongest force on any atom**: 0.93 eV/Å
**LUMO level**: -0.216 hartree
**Total charge**: +1

Structure (XYZ):
```
34
Properties=species:S:1:pos:R:3:mulliken_charge:R:1
C -0.89 -2.75 0.19 -1.3851
C -1.22 -2.04 -1.13 0.6691
C 0.02 -2.02 -2.02 -1.3407
C -1.81 -0.62 -0.98 -1.5089
C -1.18 0.28 0.10 2.6086
C -1.83 0.11 1.48 -1.4058
C -1.27 1.80 -0.25 -0.7556
O -0.02 2.38 -0.51 -0.4260
Al 1.18 2.63 0.70 0.6169
C 3.01 1.89 0.32 0.6502
F 3.71 2.73 -0.53 -0.3047
F 3.75 1.84 1.51 -0.3194
C 3.14 0.50 -0.28 0.0441
F 2.58 -0.40 0.61 -0.2795
F 2.41 0.43 -1.42 -0.2318
H 0.04 -2.38 0.62 0.1668
H -1.70 -2.67 0.92 0.2857
H -0.75 -3.82 0.01 0.4641
H -1.97 -2.65 -1.62 0.3880
H -0.18 -1.50 -2.96 0.3964
H 0.33 -3.03 -2.26 0.4402
H 0.86 -1.53 -1.52 0.1220
H -2.89 -0.67 -0.82 0.3685
H -1.65 -0.10 -1.93 0.4789
H -0.12 0.04 0.19 -0.8358
H -1.26 0.83 2.07 -0.5432
H -1.74 -0.89 1.90 0.7954
H -2.88 0.42 1.49 0.2927
H -1.76 2.34 0.58 0.2070
H -1.93 1.92 -1.11 0.3587
H 0.77 1.59 2.02 -0.8132
H 1.22 4.09 1.33 -0.3137
H 4.17 0.19 -0.49 0.2943
Sr -0.17 1.05 3.79 1.8157
```



- What is the formula in the third record?
  C9H17NO4